Here is a cluster of 8 separate species, C27H50ClO27P2 in total at a distorted geometry from the Open Molecules 2025 dataset. Energies are from wB97M-V/def2-TZVPD.

Each line ends with the Löwdin charge.
CARTESIAN COORDINATES (ANGSTROEM)
Cl  -1.163  0.252  1.089  0.64
O  -0.390  0.472  -0.113  -0.35
O  -2.467  0.874  1.135  -0.35
O  -1.337  -1.167  1.329  -0.37
O  -0.365  0.662  2.235  -0.37
C  2.154  2.017  4.565  -0.12
C  1.945  3.274  3.725  -0.16
O  3.170  3.924  3.776  0.06
C  4.123  3.021  4.152  -0.55
O  5.282  3.270  4.033  0.16
O  3.563  1.858  4.535  0.10
H  1.624  1.193  4.081  0.12
H  1.572  2.117  5.486  0.13
H  1.071  3.859  4.032  0.12
H  1.655  3.087  2.678  0.12
C  -2.951  2.048  4.392  -0.10
C  -2.017  3.195  3.940  -0.08
O  -2.857  4.354  4.066  0.06
C  -4.096  4.011  4.442  -0.59
O  -5.022  4.747  4.617  0.15
O  -4.225  2.678  4.511  0.07
H  -2.727  1.620  5.373  0.13
H  -2.932  1.194  3.719  0.09
H  -1.943  2.999  2.870  0.11
H  -1.091  3.333  4.481  0.11
C  -3.797  -1.516  3.240  -0.12
C  -5.020  -0.822  2.664  -0.11
O  -5.991  -0.939  3.688  0.08
C  -5.403  -1.265  4.847  -0.57
O  -5.916  -1.259  5.916  0.16
O  -4.098  -1.619  4.633  0.06
H  -2.919  -0.882  3.122  0.09
H  -3.546  -2.481  2.801  0.12
H  -5.353  -1.411  1.808  0.13
H  -4.794  0.189  2.329  0.12
C  -3.525  -1.039  -1.874  -0.11
C  -2.516  -0.245  -2.708  -0.10
O  -2.651  -0.848  -3.977  0.05
C  -3.637  -1.761  -4.024  -0.58
O  -4.071  -2.284  -4.997  0.16
O  -3.979  -2.078  -2.757  0.05
H  -4.370  -0.607  -1.340  0.13
H  -2.963  -1.548  -1.085  0.10
H  -1.568  -0.599  -2.309  0.11
H  -2.776  0.809  -2.739  0.14
C  3.598  -0.072  -1.686  -0.08
C  2.806  -0.215  -0.369  -0.08
O  3.822  -0.798  0.480  0.06
C  5.043  -0.542  -0.009  -0.62
O  6.038  -0.781  0.600  0.15
O  4.964  -0.078  -1.258  0.06
H  3.485  0.888  -2.186  0.11
H  3.369  -0.912  -2.340  0.13
H  1.963  -0.900  -0.395  0.11
H  2.450  0.690  0.124  0.12
C  4.980  5.262  -4.885  -0.07
C  3.643  5.853  -4.398  -0.31
O  3.382  5.621  -3.045  -0.17
P  2.773  4.182  -2.582  0.45
O  2.958  3.100  -3.559  -0.22
O  1.307  4.617  -2.155  -0.14
C  0.627  3.605  -1.412  -0.28
C  0.316  4.033  0.017  -0.06
O  3.483  3.829  -1.165  -0.18
C  4.883  4.108  -1.026  -0.27
C  5.528  3.468  0.201  -0.04
H  5.065  5.307  -5.968  0.08
H  5.724  5.921  -4.437  0.07
H  5.025  4.240  -4.509  0.06
H  3.805  6.925  -4.558  0.11
H  2.857  5.620  -5.123  0.12
H  -0.372  3.349  -1.787  0.12
H  1.117  2.632  -1.491  0.10
H  -0.214  3.276  0.590  0.06
H  1.299  4.060  0.507  0.06
H  -0.135  5.012  0.157  0.08
H  5.453  3.745  -1.886  0.11
H  5.005  5.191  -1.022  0.11
H  5.306  4.024  1.114  0.07
H  5.351  2.396  0.194  0.07
H  6.610  3.636  0.196  0.09
C  -1.471  -8.621  -3.281  -0.06
C  -0.359  -7.683  -2.748  -0.29
O  -0.907  -6.479  -2.300  -0.18
P  -0.713  -5.931  -0.819  0.43
O  -0.406  -6.983  0.148  -0.22
O  -2.107  -5.164  -0.620  -0.20
C  -2.552  -4.717  0.669  -0.25
C  -3.971  -5.261  0.749  -0.07
O  0.335  -4.694  -0.862  -0.17
C  -0.125  -3.507  -1.520  -0.26
C  -0.127  -3.661  -3.064  -0.05
H  -1.603  -8.339  -4.323  0.07
H  -1.128  -9.654  -3.199  0.07
H  -2.378  -8.587  -2.683  0.08
H  0.178  -8.235  -1.969  0.11
H  0.407  -7.546  -3.517  0.12
H  -1.889  -5.180  1.407  0.12
H  -2.502  -3.646  0.884  0.10
H  -4.433  -5.115  1.732  0.07
H  -4.647  -4.770  0.047  0.08
H  -4.007  -6.330  0.548  0.08
H  -0.894  -2.972  -0.963  0.10
H  0.739  -2.853  -1.345  0.10
H  -1.073  -4.060  -3.435  0.07
H  -0.088  -2.694  -3.568  0.07
H  0.725  -4.298  -3.282  0.08

Calculated values
- energy relative to the best compared isomer or geometry (same formula, charge and spin) (kJ/mol) = 183.90
- frontier orbital gap (eV) = 10.391
- net charge = -1